Model a:
Below is a single C4H11NO2S molecule, with properties calculated with the ωB97M-V functional and the def2-TZVPD basis.

Properties
LUMO energy, eV: 0.822
Gap between HOMO and LUMO, Eh: 0.3720
HOMO, eV: -9.30
Multiplicity: 1

```
19
C4H11NO2S, DFT the ωB97M-V functional and the def2-TZVPD basis
C 1.06516 -0.97086 0.01421
C 1.03019 1.40746 0.33506
C -2.02908 -1.02401 -0.41348
C 0.25603 0.31422 -0.34034
N -1.10703 0.21536 0.20462
O -3.35681 1.28710 -0.38002
O -3.87268 -0.59816 1.20006
S -3.75734 -0.26602 -0.20451
H 1.06774 -1.82988 -0.72466
H 1.99814 -0.80046 0.31485
H 0.62723 -1.32849 1.02653
H 1.42866 1.24595 1.36468
H 0.41073 2.42511 0.31287
H 1.88756 1.50815 -0.22477
H -1.75714 -1.42094 -1.43573
H -1.99608 -1.87828 0.31382
H 0.27775 0.32582 -1.35869
H -1.17761 0.13397 1.20172
H -2.51998 1.54398 -0.07810
```

---

Model b:
Below is 3 unconnected molecules or ions with the total composition C4H11NO2S, with properties calculated with the ωB97M-V functional and the def2-TZVPD basis.

Properties
LUMO energy, eV: -3.638
Gap between HOMO and LUMO, Eh: 0.2261
HOMO, eV: -9.79
Multiplicity: 1

```
19
C4H11NO2S, DFT the ωB97M-V functional and the def2-TZVPD basis
C -0.48147 0.26598 -0.67730
N -1.29921 1.33263 -0.16199
C -2.65373 1.20923 -0.40119
O -3.20896 0.03724 0.20039
C 0.74897 -0.07104 0.13710
C 1.13404 0.69400 1.43818
S 3.69073 -0.57523 -0.24070
H -1.19857 -0.58911 -0.75110
H -0.14622 0.55143 -1.67738
H -3.18776 2.03426 0.06324
H -2.83491 1.10964 -1.49455
H 0.79935 -1.14482 0.34004
H 1.69783 -0.00253 -0.49334
H 0.26502 0.93134 2.04294
H 1.81018 0.10432 2.03830
H 1.72830 1.55206 1.05674
H -1.65762 -2.79725 -0.11810
H -2.62208 -0.77565 0.12406
O -1.60849 -1.83640 -0.14573
```

---

Model c:
Below is 2 unconnected molecules or ions with the total composition C4H11NO2S, with properties calculated with the ωB97M-V functional and the def2-TZVPD basis.

Properties
LUMO energy, eV: -2.050
Gap between HOMO and LUMO, Eh: 0.0904
HOMO, eV: -4.51
Multiplicity: 1

```
19
C4H11NO2S, DFT the ωB97M-V functional and the def2-TZVPD basis
N -0.89247 -1.66938 0.32335
C 0.32702 -1.75225 -0.42527
C 1.15057 -0.33102 -0.31136
S 0.13351 0.87150 0.70780
C -0.37275 2.33381 -0.30631
C 0.79367 3.38744 -0.58570
O 0.99869 4.26453 0.27119
H -0.89489 -1.80303 1.32456
H -1.76165 -1.44343 -0.13416
H 0.97412 -2.60181 -0.00125
H 0.18300 -2.01591 -1.53043
H 1.41605 0.08050 -1.33412
H 2.12275 -0.58476 0.24579
H 1.00608 1.26146 1.73488
H -1.18578 2.90652 0.26593
H -0.84620 2.05873 -1.30967
H 1.42020 3.42012 -1.53369
O -2.43529 -4.54546 1.58037
H -2.13665 -3.83757 1.01808
```

---

Model d:
Below is 2 unconnected molecules or ions with the total composition C4H11NO2S, with properties calculated with the ωB97M-V functional and the def2-TZVPD basis.

Properties
LUMO energy, eV: 0.601
Gap between HOMO and LUMO, Eh: 0.3622
HOMO, eV: -9.25
SMILES string: N[C@@H](C=O)CCS.O
Multiplicity: 1

```
19
C4H11NO2S, DFT the ωB97M-V functional and the def2-TZVPD basis
N 1.81369 -1.25903 0.31160
C 0.60840 -0.50554 0.64727
C 0.73166 0.31672 1.91859
O -0.11305 1.06008 2.31903
C 0.18752 0.40573 -0.50083
C 0.25282 -0.19635 -1.90608
S -1.36358 -0.47009 -2.70971
H 2.64224 -0.66975 0.30889
H 1.99780 -1.99796 0.99399
H -0.16348 -1.23328 0.84864
H 1.67776 0.18877 2.49205
H -0.83134 0.76606 -0.36280
H 0.72113 1.36157 -0.45712
H 0.78187 -1.15865 -1.86345
H 0.80958 0.40637 -2.62192
H -1.40411 -1.80206 -2.60052
O -3.12052 1.58202 1.26462
H -2.88577 1.08707 0.46426
H -2.34261 2.11834 1.45349
```

---

The energy of each structure relative to the most stable one, in eV, is as follows: model a 1.966; model b 9.443; model c 7.467; model d 0.000.

---

Model a:
Below is 13 unconnected molecules or ions with the total composition C4H34N2O14, with properties calculated with the ωB97M-V functional and the def2-TZVPD basis.

Properties
LUMO energy, eV: 0.025
Gap between HOMO and LUMO, Eh: 0.3533
HOMO, eV: -9.59
Multiplicity: 1

```
54
C4H34N2O14, DFT the ωB97M-V functional and the def2-TZVPD basis
C 0.82503 0.61497 -2.21935
C -0.44670 0.71363 -1.33637
C -1.71391 0.37298 -2.08985
N -1.94333 -1.12400 -2.02481
N 2.03155 0.84133 -1.38544
C 2.50582 -0.13705 -0.57269
O 2.16062 -1.39546 -0.95246
O 3.26621 0.03607 0.36264
H 0.83161 1.39630 -2.91252
H 0.92072 -0.38275 -2.77221
H -0.54581 1.72753 -1.03179
H -0.31782 0.09218 -0.43358
H -2.58833 0.90110 -1.66735
H -1.60171 0.67237 -3.13169
H -2.79604 -1.37523 -2.53319
H -2.02326 -1.43175 -1.04074
H 2.14704 1.81393 -1.07459
H 2.23726 -2.03432 -0.22382
H -1.91486 0.16601 1.59760
H -1.39864 -1.18469 1.33336
O -1.27847 -0.43709 1.87639
H -1.06492 2.98539 1.51757
H -1.46511 3.76279 0.31366
O -1.77248 3.41858 1.18393
H 1.35640 -1.90770 2.34471
H 0.17324 -0.95380 2.75268
O 1.02499 -1.29310 3.00473
H -2.67488 2.07896 0.88428
H -3.89033 1.31725 1.39390
O -3.13364 1.19410 0.88029
H 1.04245 1.58499 2.25790
H -0.20242 0.93465 1.69671
O 0.25578 1.77144 1.71647
H 2.53242 -3.67447 1.42507
H 1.13005 -3.58440 0.71499
O 1.87291 -3.03301 1.14023
H -0.18010 -5.16660 -0.55994
H 0.06240 -3.68757 -1.11154
O -0.06384 -4.21832 -0.30486
H 0.23997 3.91589 -0.75109
H -0.49138 5.19051 -1.13629
O -0.61136 4.28896 -1.09597
H -1.31025 -3.31717 0.27166
H -2.61180 -3.15699 1.11715
O -2.05119 -2.65766 0.58332
H 2.96860 0.72211 1.88131
H 2.13690 0.11452 3.02169
O 2.47002 0.95940 2.76873
H 1.15406 2.67116 0.60681
H 2.22543 3.79097 0.49798
O 1.63068 3.26709 -0.01408
H -0.45127 -2.20850 -2.39286
H 1.01373 -2.19557 -2.03298
O 0.32794 -2.75998 -2.34373
```

---

Model b:
Below is 13 unconnected molecules or ions with the total composition C4H34N2O14, with properties calculated with the ωB97M-V functional and the def2-TZVPD basis.

Properties
LUMO energy, eV: -0.150
Gap between HOMO and LUMO, Eh: 0.3382
HOMO, eV: -9.35
Multiplicity: 1

```
54
C4H34N2O14, DFT the ωB97M-V functional and the def2-TZVPD basis
O 2.72130 1.10685 0.38375
C 1.77482 0.59836 -0.23326
N 1.32594 1.32611 -1.29273
C 0.12886 1.07963 -2.06822
O -0.97072 1.82257 -1.64004
C 1.32760 -0.87061 -0.02106
C 2.12274 -1.34342 1.18558
N 1.71003 -1.51087 -1.27923
H 1.76352 2.22459 -1.42263
H 0.36541 1.23320 -3.12809
H -0.15137 0.02056 -2.18325
H -0.55566 4.18291 0.09786
H 0.25906 -0.76196 0.25214
H 1.72896 -2.28090 1.57130
H 3.13950 -1.64037 0.85716
H 2.36560 -0.57181 1.90008
H 0.88253 -1.54671 -1.84791
H 2.20053 -2.37719 -1.11154
H -0.94511 -2.62576 4.17561
H -0.68094 -2.45031 2.60063
O -0.58796 -2.05505 3.51226
H -2.26596 -2.02337 -3.74426
H -1.06115 -2.89007 -3.56588
O -1.93111 -2.70476 -3.16130
H -0.51388 -0.31820 2.93869
H -1.25621 1.01383 3.30604
O -0.79290 0.56375 2.59990
H -0.88811 -4.43374 1.49623
H -1.39036 -3.22212 0.58989
O -0.85927 -3.48819 1.36914
H -0.77467 2.94131 1.49774
H -3.13746 3.13014 1.53159
O -1.28936 3.70501 1.76338
H -1.33623 1.46862 -0.80217
H -1.90161 0.45172 1.26927
O -2.34422 0.46135 0.39169
H 0.92374 -3.39227 -3.40149
H 1.33413 -2.11163 -4.37410
O 0.79227 -2.50133 -3.69993
H 2.00608 2.79545 2.00958
H 0.76251 2.06520 2.48341
O 1.18644 2.94190 2.50981
H 4.86797 0.01403 -0.49084
H 4.00841 -0.99542 -1.31158
O 4.90363 -0.68339 -1.16355
H -0.64192 4.14363 2.33486
H -0.28224 3.46094 -1.19430
O -0.07542 4.31274 -0.74229
H -3.00475 1.18271 0.28500
H -3.65963 3.68272 0.21210
O -3.51957 2.84842 0.68318
H -2.34332 -2.44484 -1.26319
H -2.72030 -1.27989 -0.27784
O -2.72020 -2.25407 -0.38720
```

---

The energy of each structure relative to the most stable one, in eV, is as follows: model a 0.000; model b 2.018.

---

Model a:
Below is 2 unconnected molecules or ions with the total composition C5H12N2O, with properties calculated with the ωB97M-V functional and the def2-TZVPD basis.

Properties
<S²>: 0.7535
LUMO energy (alpha / beta), eV: 3.645 / 3.626
Gap between HOMO and LUMO (alpha / beta), Eh: 0.1142 / 0.2503
Net charge: -1
HOMO (alpha / beta), eV: 0.54 / -3.19
Multiplicity: 2

```
20
C5H12N2O, DFT the ωB97M-V functional and the def2-TZVPD basis
O -1.18244 -2.04245 0.31377
C -1.54546 -1.15307 -0.55647
C -0.78939 -0.79372 -1.80962
C -1.64734 -0.72621 -3.07243
H -2.44970 -0.53538 -0.38933
H 0.04282 -1.48117 -1.96294
H -0.31540 0.19520 -1.65125
H -2.22164 -1.64275 -3.20342
H -1.02810 -0.56149 -3.96629
H -2.36087 0.09835 -3.01481
C 1.61121 0.56074 1.42918
C 1.02480 1.73637 1.36570
N 1.31369 2.76471 2.33545
N 1.37247 -0.45636 0.46748
H 2.32819 0.38603 2.23368
H 0.32498 1.94302 0.56385
H 0.46767 3.06986 2.79798
H 1.69102 3.57834 1.86556
H 0.79115 -1.23127 0.80680
H 2.25621 -0.83258 0.14638
```

---

Model b:
Below is 3 unconnected molecules or ions with the total composition C5H12N2O, with properties calculated with the ωB97M-V functional and the def2-TZVPD basis.

Properties
<S²>: 0.7605
LUMO energy (alpha / beta), eV: 4.012 / 2.906
Gap between HOMO and LUMO (alpha / beta), Eh: 0.2205 / 0.1796
Net charge: -1
HOMO (alpha / beta), eV: -1.99 / -1.98
Multiplicity: 2

```
20
C5H12N2O, DFT the ωB97M-V functional and the def2-TZVPD basis
O -0.00245 2.84185 0.69262
C -0.79100 1.92151 0.93075
C -0.37818 0.66429 1.45151
C -0.18922 0.87323 -2.02819
C -0.61413 -0.37840 -2.12699
C 1.89380 -2.05171 0.31399
N 0.60930 -2.58573 -0.08826
N -1.01557 -0.50274 1.02932
H -1.83904 2.05358 0.62833
H 0.62692 0.55316 1.84934
H 0.43716 1.14777 -1.19331
H -0.31927 1.64034 -2.78825
H -0.28857 -1.06688 -1.33618
H -1.28183 -0.69342 -2.92343
H 2.82493 -2.59895 0.09179
H 1.95880 -1.83111 1.41063
H 1.90543 -1.03402 -0.11406
H 0.55093 -3.58678 -0.23529
H -0.38119 -1.28718 0.72100
H -1.74000 -0.85288 1.64162
```

---

The energy of each structure relative to the most stable one, in eV, is as follows: model a 0.000; model b 1.471.

---

Model a:
Below is a gas-phase ion, C5H12N2O (charge -1), with properties calculated with the ωB97M-V functional and the def2-TZVPD basis.

Properties
<S²>: 0.7534
LUMO energy (alpha / beta), eV: 3.424 / 3.378
Gap between HOMO and LUMO (alpha / beta), Eh: 0.1022 / 0.2548
Net charge: -1
HOMO (alpha / beta), eV: 0.64 / -3.56
Multiplicity: 2

```
20
C5H12N2O, DFT the ωB97M-V functional and the def2-TZVPD basis
C -0.37726 -1.79456 1.04724
O -0.16344 -2.90586 0.16709
C -0.60334 -0.47779 0.31956
C 0.23382 0.62740 0.94781
C 0.52418 1.80833 0.00062
C 1.43478 1.56109 -2.14680
N 1.64432 1.57847 -0.82256
N -2.00450 -0.07899 0.28894
H 0.30882 -1.88668 1.89410
H -1.21697 -2.08067 1.71708
H -0.96625 -3.01677 -0.36736
H -0.33283 -0.66394 -0.71003
H 1.22716 0.30199 1.24279
H -0.19369 1.03380 1.88045
H -0.42090 2.14682 -0.48315
H 0.72318 2.69728 0.64749
H 0.42582 1.47305 -2.56833
H 2.17984 1.16892 -2.83822
H -2.21618 0.89449 0.43120
H -2.69547 -0.66373 0.72514
```

---

Model b:
Below is 2 unconnected molecules or ions with the total composition C5H12N2O, with properties calculated with the ωB97M-V functional and the def2-TZVPD basis.

Properties
<S²>: 0.7543
LUMO energy (alpha / beta), eV: 3.812 / 3.300
Gap between HOMO and LUMO (alpha / beta), Eh: 0.2590 / 0.2401
Net charge: -1
HOMO (alpha / beta), eV: -3.24 / -3.23
Multiplicity: 2

```
20
C5H12N2O, DFT the ωB97M-V functional and the def2-TZVPD basis
C -0.89106 -1.07858 0.84034
C -0.26917 0.31477 0.60112
C 1.14350 0.27263 0.02940
C 1.37467 0.70208 -1.39447
C 2.25817 0.47309 1.00307
N 1.98157 -0.84281 0.46741
N -2.32816 -0.94092 0.80773
H -0.54993 -1.48545 1.79942
H -0.50617 -1.73448 0.06194
H -0.30363 0.89474 1.51646
H -0.92637 0.78278 -0.12460
H 2.24107 0.18331 -1.80702
H 0.50993 0.45702 -2.01133
H 3.22047 0.86385 0.70430
H 2.02080 0.56342 2.05884
H -2.57107 -0.44034 -0.08338
H 1.54106 1.76979 -1.47106
H -2.90140 0.62086 -2.27646
H -2.79402 -1.83197 0.86114
O -2.25026 0.45620 -1.58287
```

---

Model c:
Below is a molecular structure, C5H12N2O, with properties calculated with the ωB97M-V functional and the def2-TZVPD basis.

Properties
<S²>: 0.7558
LUMO energy (alpha / beta), eV: 4.076 / 2.829
Gap between HOMO and LUMO (alpha / beta), Eh: 0.2760 / 0.2297
Net charge: -1
HOMO (alpha / beta), eV: -3.43 / -3.42
Multiplicity: 2

```
20
C5H12N2O, DFT the ωB97M-V functional and the def2-TZVPD basis
O 0.99125 1.84708 -0.45137
C 0.86212 0.68159 -0.91586
N 1.75364 -0.09478 -1.48427
C 3.07894 0.50373 -1.60976
N -3.10169 -1.26522 0.82041
C -0.52670 0.01770 -0.79722
C -0.67947 -0.55775 0.59581
C -0.36453 0.27312 1.81311
H 3.16907 0.99019 -2.58592
H 3.27120 1.28185 -0.85535
H 3.82949 -0.26034 -1.49579
H -3.67103 -1.61292 1.57311
H -3.61046 -0.79689 0.08886
H -1.28586 0.76636 -0.98951
H -0.59085 -0.78703 -1.53034
H -1.94485 -0.78677 0.62983
H 0.66503 0.20453 2.15022
H -0.23920 -1.55631 0.68267
H -0.94761 -0.16521 2.63335
H -0.65848 1.31706 1.72803
```

---

The energy of each structure relative to the most stable one, in eV, is as follows: model a 0.815; model b 0.400; model c 0.000.